A 8-piece molecular cluster, C33H87N5O13 overall. Source: the OMol25 dataset; level of theory: wB97M-V/def2-TZVPD.

As for the SMILES: COCCNCCOC.COCCNCCOC.COCCNCCOC.COCCNCCOC.COCCNCCOC.CO.CO.CO. The calculation puts the frontier orbital gap at 8.9 eV. The value obtained for the HOMO energy is -8.523 eV. As for the energy relative to the best compared isomer or geometry (same formula, charge and spin): 116.1 kJ/mol.

Last column: Mulliken charge in e.
Atoms and positions in Å:
C 3.88 -32.99 2.24  -0.201
O 2.56 -32.53 2.34  -0.497
C 1.83 -33.08 3.41  -0.433
C 1.52 -34.56 3.21  -0.451
N 0.63 -34.88 2.13  -0.294
C -0.73 -34.61 2.48  -0.401
C -1.68 -35.10 1.45  -0.693
O -1.84 -34.11 0.49  -0.303
C -3.19 -34.00 0.02  -0.772
H 4.39 -32.88 3.22  0.205
H 4.37 -32.42 1.45  0.088
H 3.98 -34.04 1.91  0.077
H 0.95 -32.47 3.59  0.421
H 2.49 -33.03 4.30  0.221
H 1.25 -34.93 4.21  0.452
H 2.51 -35.01 3.09  -0.069
H 0.86 -34.25 1.36  0.323
H -0.91 -33.54 2.61  0.217
H -0.98 -35.07 3.45  0.425
H -2.66 -35.41 1.83  0.469
H -1.31 -36.03 0.99  0.291
H -3.20 -33.32 -0.83  0.230
H -3.86 -33.57 0.80  0.318
H -3.62 -34.97 -0.26  0.318
C 11.57 -31.10 3.02  -0.385
O 12.05 -29.94 3.62  -0.473
C 11.14 -28.90 3.53  0.238
C 11.88 -27.63 3.93  0.384
N 11.11 -26.44 3.67  -0.203
C 10.13 -26.24 4.76  0.299
C 10.70 -25.52 5.94  -0.616
O 9.73 -25.29 6.98  -0.402
C 9.82 -26.15 8.06  -0.666
H 11.89 -31.18 1.98  0.242
H 10.48 -31.16 3.05  -0.013
H 11.95 -31.95 3.59  0.326
H 10.21 -29.10 4.08  -0.120
H 10.81 -28.85 2.47  0.222
H 12.79 -27.67 3.32  -0.759
H 12.28 -27.75 4.95  0.068
H 11.75 -25.64 3.72  0.217
H 9.62 -27.17 5.03  -0.290
H 9.30 -25.62 4.40  0.413
H 10.99 -24.50 5.60  0.297
H 11.67 -25.92 6.29  0.444
H 8.93 -26.00 8.68  0.255
H 10.63 -25.84 8.77  0.286
H 9.96 -27.19 7.77  0.287
C 6.86 -28.18 4.63  -0.889
O 7.83 -29.07 4.27  0.268
C 7.67 -30.34 4.87  -0.943
C 6.54 -31.20 4.29  -0.032
N 6.43 -32.37 5.13  -0.248
C 7.36 -33.50 5.01  -1.342
C 7.06 -34.45 3.87  0.715
O 5.87 -35.12 4.29  -0.426
C 5.36 -36.11 3.40  -0.362
H 7.07 -27.30 4.02  0.240
H 7.01 -27.78 5.65  0.258
H 5.85 -28.59 4.57  0.287
H 7.56 -30.23 5.95  0.460
H 8.55 -30.96 4.70  -0.050
H 6.75 -31.42 3.23  -0.169
H 5.58 -30.69 4.40  0.688
H 5.50 -32.71 5.25  0.331
H 7.24 -34.11 5.91  0.376
H 8.39 -33.16 4.94  0.346
H 7.87 -35.19 3.73  0.491
H 6.87 -33.87 2.95  -0.334
H 6.14 -36.83 3.11  0.221
H 4.94 -35.65 2.48  0.004
H 4.54 -36.56 3.95  0.297
C 14.73 -26.03 4.66  -0.657
O 14.87 -26.09 3.25  -0.282
C 16.01 -26.70 2.86  -0.864
C 15.96 -27.02 1.43  -0.291
N 15.16 -28.19 1.16  -0.263
C 14.89 -28.43 -0.28  -0.953
C 14.13 -27.31 -0.99  -0.499
O 12.83 -27.13 -0.60  -0.341
C 11.98 -28.27 -0.81  -0.155
H 13.80 -25.51 4.80  0.091
H 15.61 -25.56 5.13  0.445
H 14.74 -27.05 5.09  0.317
H 16.27 -27.55 3.51  0.383
H 16.88 -26.02 3.00  0.438
H 16.98 -27.22 1.09  0.373
H 15.59 -26.10 0.94  0.169
H 14.27 -28.03 1.65  0.198
H 14.29 -29.34 -0.33  0.329
H 15.83 -28.67 -0.78  0.444
H 14.22 -27.44 -2.10  0.368
H 14.64 -26.34 -0.91  0.377
H 12.29 -29.14 -0.22  0.096
H 11.90 -28.54 -1.89  0.336
H 10.94 -28.00 -0.57  -0.096
C 8.12 -34.78 -3.98  -0.562
O 9.30 -34.27 -3.53  -0.485
C 9.23 -33.81 -2.22  -0.505
C 9.00 -34.90 -1.20  -0.470
N 7.55 -35.13 -1.01  -0.006
C 7.14 -36.08 0.06  0.224
C 8.10 -37.13 0.32  -0.646
O 7.59 -37.84 1.39  -0.131
C 8.09 -39.18 1.45  -0.846
H 7.90 -35.77 -3.56  0.221
H 8.18 -34.87 -5.07  0.265
H 7.28 -34.11 -3.75  0.193
H 8.44 -33.04 -2.16  0.217
H 10.13 -33.23 -2.02  0.334
H 9.51 -34.65 -0.25  0.423
H 9.50 -35.77 -1.65  0.428
H 7.21 -34.22 -0.67  0.018
H 6.20 -36.55 -0.28  0.147
H 6.88 -35.55 0.99  -0.368
H 9.09 -36.72 0.49  0.318
H 8.13 -37.78 -0.57  0.336
H 7.90 -39.74 0.52  0.330
H 7.68 -39.63 2.35  0.240
H 9.20 -39.21 1.51  0.327
C 8.36 -31.41 0.40  -1.059
O 7.41 -32.45 0.18  0.064
H 7.90 -30.54 0.88  0.389
H 9.14 -31.78 1.05  0.135
H 8.81 -31.03 -0.53  0.380
H 6.63 -31.97 -0.17  0.004
C 4.21 -31.95 -1.48  -0.384
O 5.16 -30.97 -1.14  -0.490
H 4.20 -32.12 -2.55  0.313
H 4.58 -32.83 -0.96  0.053
H 3.18 -31.77 -1.16  0.262
H 5.23 -30.24 -1.76  0.263
C 8.20 -26.70 1.24  -0.227
O 8.93 -25.68 1.87  -0.560
H 8.08 -27.58 1.88  -0.156
H 7.19 -26.34 1.03  0.344
H 8.67 -26.99 0.28  0.198
H 9.79 -26.07 2.18  0.325



C49H115AsF6N6O23 as an isolated structure. Source: the OMol25 dataset; level of theory: wB97M-V/def2-TZVPD.

The calculation puts the frontier orbital gap at 8.2 eV. The value obtained for the HOMO energy is -8.124 eV.

Last column: Mulliken charge in e.
Atoms and positions in Å:
C -1.58 1.81 0.24  0.331
C -1.16 0.67 1.19  -0.295
N -0.54 -0.47 0.50  1.335
C -1.25 -1.46 -0.10  -1.169
C -0.38 -2.30 -0.73  -1.046
N 0.91 -1.77 -0.61  1.381
C 0.81 -0.64 0.15  0.220
C 2.12 -2.42 -1.02  1.085
H -2.34 2.45 0.69  0.076
H -2.01 1.45 -0.69  -0.173
H -0.73 2.45 0.01  0.023
H -2.02 0.31 1.75  -0.509
H -0.51 1.00 2.00  -0.340
H -2.31 -1.61 0.00  1.074
H -0.51 -3.23 -1.26  0.392
H 1.65 0.00 0.38  -0.093
H 2.27 -2.35 -2.10  -0.725
H 2.24 -3.46 -0.73  -0.308
H 2.95 -1.97 -0.47  -0.558
As 5.69 -3.17 1.37  2.017
F 4.57 -3.85 0.09  -0.565
F 4.29 -2.86 2.38  -0.428
F 6.68 -2.60 2.69  -0.519
F 7.15 -3.39 0.36  -0.511
F 5.50 -1.50 0.73  -0.468
F 5.80 -4.84 2.02  -0.539
C 2.58 4.19 2.10  -1.220
C 2.03 3.13 1.03  2.035
O 1.72 3.79 -0.18  -0.225
C 2.73 4.20 -1.00  0.653
O 3.94 4.10 -0.82  -0.632
O 2.02 4.75 -2.02  -0.227
C 2.63 5.21 -3.25  -0.765
H 1.81 4.90 2.41  0.286
H 3.39 4.83 1.74  0.471
H 2.89 3.73 3.03  0.256
H 1.08 2.80 1.45  -0.393
H 2.65 2.26 0.84  -1.310
H 2.99 4.36 -3.83  0.238
H 3.45 5.89 -3.02  0.360
H 1.91 5.64 -3.94  0.274
C -4.60 4.97 0.53  -0.953
C -5.35 4.12 -0.56  -0.410
O -4.71 2.87 -0.84  -0.023
C -4.96 2.12 -2.00  0.675
O -4.39 1.07 -2.25  -0.571
O -5.93 2.77 -2.75  -0.382
C -6.28 2.52 -4.12  -0.877
H -3.55 5.00 0.23  0.173
H -4.76 4.48 1.49  0.196
H -5.05 5.97 0.51  0.459
H -5.27 4.72 -1.47  0.328
H -6.42 4.15 -0.36  0.333
H -5.44 2.07 -4.65  0.348
H -6.54 3.43 -4.65  0.356
H -7.17 1.92 -4.27  0.287
C -6.36 -6.25 -2.93  -1.280
C -4.88 -5.88 -2.71  -0.039
O -4.49 -6.14 -1.39  -0.372
C -3.47 -5.54 -0.85  0.513
O -2.69 -4.76 -1.38  -0.299
O -3.31 -6.03 0.44  -0.389
C -2.49 -5.37 1.38  0.180
H -6.57 -6.23 -4.00  0.387
H -7.11 -5.69 -2.36  0.308
H -6.49 -7.31 -2.67  0.327
H -4.70 -4.87 -3.07  0.248
H -4.21 -6.52 -3.28  0.289
H -2.11 -6.02 2.17  0.278
H -3.05 -4.52 1.76  0.231
H -1.66 -4.98 0.80  -0.479
C -4.33 6.63 6.46  -1.102
C -3.35 7.25 5.42  -0.112
O -2.05 6.81 5.74  -0.339
C -1.21 6.11 4.86  0.714
O -0.19 5.55 5.25  -0.556
O -1.74 6.08 3.67  -0.383
C -1.01 5.38 2.69  0.276
H -4.54 5.59 6.24  0.217
H -5.30 7.14 6.44  0.387
H -3.96 6.73 7.48  0.289
H -3.34 8.34 5.41  0.385
H -3.66 6.96 4.42  0.188
H -1.65 4.82 2.01  -0.297
H -0.39 4.62 3.16  -0.421
H -0.35 6.02 2.11  0.681
C 3.49 -6.07 -2.75  -0.658
O 3.67 -5.25 -3.85  -0.278
C 4.62 -4.21 -3.68  0.021
C 4.73 -3.43 -5.03  -0.980
N 3.70 -2.32 -5.09  0.507
C 3.73 -1.53 -6.31  -0.822
C 2.89 -2.19 -7.46  -0.466
O 3.57 -3.20 -8.23  -0.380
C 4.66 -2.67 -8.98  -0.753
H 2.55 -6.58 -2.98  0.275
H 3.24 -5.50 -1.85  0.130
H 4.29 -6.79 -2.57  0.377
H 5.53 -4.71 -3.37  0.534
H 4.38 -3.52 -2.87  -0.219
H 4.60 -4.13 -5.86  0.355
H 5.75 -3.14 -5.27  0.572
H 2.80 -2.71 -4.86  -0.537
H 4.79 -1.36 -6.50  0.700
H 3.26 -0.55 -6.17  -0.012
H 2.79 -1.43 -8.23  0.427
H 1.89 -2.49 -7.14  0.199
H 5.40 -3.39 -9.32  0.326
H 5.31 -1.97 -8.45  0.286
H 4.30 -2.10 -9.84  0.319
C -3.39 -1.69 3.03  -0.651
O -2.15 -2.38 2.76  0.434
C -1.32 -2.53 3.94  -1.106
C 0.16 -2.86 3.51  -0.079
N 0.17 -4.10 2.74  -0.210
C 1.47 -4.30 2.04  0.490
C 1.26 -5.52 1.08  -1.609
O 0.51 -5.18 -0.07  0.644
C 0.22 -6.29 -0.90  -1.034
H -4.00 -1.66 2.13  0.237
H -3.27 -0.66 3.37  -0.125
H -3.90 -2.22 3.83  0.382
H -1.69 -3.32 4.58  0.376
H -1.38 -1.63 4.56  0.347
H 0.74 -3.04 4.41  0.739
H 0.57 -2.01 2.98  -0.247
H -0.53 -3.93 2.03  -0.256
H 2.24 -4.55 2.77  0.622
H 1.75 -3.41 1.48  -0.528
H 0.69 -6.34 1.52  0.469
H 2.28 -5.87 0.91  0.647
H -0.60 -6.93 -0.56  0.269
H 1.16 -6.82 -1.03  0.457
H -0.13 -5.95 -1.87  0.149
C -3.17 4.16 -4.54  -0.880
O -2.62 2.95 -4.01  -0.238
C -1.31 3.03 -3.48  -0.426
C -0.57 1.68 -3.70  -0.538
N 0.91 1.80 -3.49  -0.083
C 1.57 0.49 -3.58  0.315
C 3.00 0.62 -3.11  -1.327
O 2.99 0.86 -1.70  0.768
C 4.34 0.75 -1.21  -1.187
H -2.61 4.58 -5.38  0.397
H -3.15 4.96 -3.81  0.372
H -4.21 4.01 -4.84  0.188
H -1.39 3.26 -2.42  0.011
H -0.77 3.81 -4.02  0.536
H -0.85 1.31 -4.68  0.535
H -1.09 0.95 -3.07  0.116
H 1.04 2.00 -2.51  -0.165
H 1.61 0.05 -4.58  0.656
H 1.16 -0.26 -2.90  -0.577
H 3.45 1.43 -3.69  0.346
H 3.48 -0.34 -3.32  0.347
H 4.33 0.96 -0.14  0.108
H 5.00 1.50 -1.64  0.363
H 4.77 -0.25 -1.27  0.410
C -3.15 2.66 4.09  -0.820
O -1.77 2.61 4.08  0.443
C -1.30 2.08 5.31  -1.166
C 0.22 2.29 5.43  1.307
N 0.72 1.78 6.74  -0.473
C 2.16 1.97 6.89  -0.243
C 2.52 3.40 7.26  -0.562
O 1.73 3.80 8.40  -0.368
C 1.83 5.18 8.71  -0.726
H -3.56 3.48 4.68  0.058
H -3.66 1.72 4.29  0.380
H -3.49 2.89 3.08  0.073
H -1.45 1.01 5.37  0.128
H -1.79 2.51 6.19  0.465
H 0.40 3.36 5.35  -0.151
H 0.82 1.77 4.68  -0.598
H 0.40 2.45 7.42  0.440
H 2.69 1.72 5.97  0.000
H 2.54 1.31 7.67  0.396
H 2.27 4.05 6.42  0.166
H 3.61 3.45 7.28  0.522
H 1.23 5.50 9.57  0.258
H 1.63 5.79 7.83  0.261
H 2.84 5.35 9.08  0.317
C -4.39 -2.10 -1.84  -0.520
O -4.64 -1.30 -0.73  -0.485
H -5.07 -1.88 -2.66  0.430
H -3.36 -2.04 -2.19  0.209
H -4.60 -3.12 -1.53  0.014
H -4.60 -0.38 -1.01  0.379
C 3.35 0.20 2.76  -0.372
O 1.92 0.15 2.95  0.027
H 3.91 -0.06 3.65  0.489
H 3.60 -0.59 2.05  -0.351
H 3.66 1.19 2.43  0.192
H 1.78 -0.18 3.84  0.120
C 0.79 -4.02 -4.29  -0.528
O 0.89 -2.64 -4.39  -0.121
H -0.23 -4.34 -4.49  0.519
H 1.49 -4.50 -4.96  0.313
H 0.91 -4.25 -3.23  -0.200
H 0.33 -2.26 -5.07  0.136



One molecule with the formula C8H7N3O. Source: the OMol25 dataset; level of theory: wB97M-V/def2-TZVPD.

As for the SMILES: Nc1nonc1-c1ccccc1. The calculation puts the frontier orbital gap at 9.6 eV. The value obtained for the HOMO energy is -9.167 eV. As for the energy relative to the best compared isomer or geometry (same formula, charge and spin): 380.2 kJ/mol.

Last column: natural (NBO) charge in e.
Atoms and positions in Å:
N 2.21 1.74 0.35  -0.816
C 2.26 0.38 0.14  0.271
N 3.37 -0.14 -0.12  -0.132
O 3.13 -1.50 -0.35  -0.150
N 1.82 -1.74 -0.20  -0.065
C 1.23 -0.66 0.05  0.089
C -0.19 -0.47 0.03  -0.100
C -1.11 -1.46 0.30  -0.169
C -2.47 -1.28 0.22  -0.220
C -2.98 -0.03 -0.13  -0.192
C -2.01 1.07 -0.37  -0.200
C -0.63 0.79 -0.32  -0.189
H 2.58 1.85 1.29  0.382
H 2.96 2.09 -0.24  0.384
H -0.68 -2.45 0.37  0.224
H -3.15 -2.04 0.41  0.214
H -4.05 0.31 -0.02  0.222
H -2.40 2.03 -0.61  0.212
H 0.11 1.50 -0.80  0.235



A 2-piece molecular cluster, CH2FN2O3 overall. Source: the OMol25 dataset; level of theory: wB97M-V/def2-TZVPD.

Its net charge is -1. The calculation puts the frontier orbital gap (alpha / beta) at 6.4 / 8.8 eV. The value obtained for the HOMO energy (alpha / beta) is -4.410 / -4.656 eV. As for the energy relative to the best compared isomer or geometry (same formula, charge and spin): 341.2 kJ/mol.

Last column: natural (NBO) charge in e.
Atoms and positions in Å:
C 0.08 1.72 0.14  0.212
N 0.29 -1.03 -0.05  -0.272
N -0.06 -2.23 -0.08  0.482
O 0.43 -3.22 -0.58  -0.511
O -1.25 -2.20 0.50  -0.566
O 1.32 1.50 0.36  -0.333
F -0.15 2.31 -1.18  -0.451
H -0.31 0.64 0.24  0.286
H -0.35 2.52 0.66  0.152



C30H33F5N6O3P2W as an isolated structure. Source: the OMol25 dataset; level of theory: wB97M-V/def2-TZVPD.

As for the multiplicity: 3. Its net charge is +2. The calculation puts the frontier orbital gap (alpha / beta) at 5.4 / 5.3 eV. The value obtained for the HOMO energy (alpha / beta) is -11.815 / -12.837 eV. As for the energy relative to the best compared isomer or geometry (same formula, charge and spin): 156.6 kJ/mol.

Last column: Mulliken charge in e.
Atoms and positions in Å:
W 0.29 -0.15 -0.50  2.429
O -2.20 4.70 -0.21  -0.635
C -2.36 4.15 1.01  0.423
C -3.29 4.75 1.85  -0.758
C -3.49 4.26 3.12  -0.455
C -2.77 3.17 3.60  -1.170
C -1.86 2.56 2.76  -0.290
C -1.65 3.02 1.46  -0.545
C -0.73 2.32 0.58  1.279
O -0.37 1.07 0.95  -0.429
N -0.27 2.80 -0.53  -1.768
N 0.46 1.82 -1.16  1.083
C 1.44 2.17 -2.00  -1.194
C 2.30 1.15 -2.39  1.315
C 3.32 1.29 -3.36  -1.279
C 4.09 0.22 -3.70  -0.607
C 3.85 -1.03 -3.08  -1.221
C 2.86 -1.12 -2.13  -0.424
N 2.10 -0.06 -1.75  0.646
H -1.48 4.25 -0.68  0.425
H -3.84 5.61 1.48  0.493
H -4.22 4.75 3.77  0.408
H -2.92 2.81 4.60  0.466
H -1.29 1.71 3.11  0.483
H 1.54 3.20 -2.31  0.604
H 3.46 2.25 -3.83  0.574
H 4.87 0.31 -4.44  0.471
H 4.44 -1.90 -3.31  0.580
H 2.66 -2.06 -1.63  0.639
C 2.76 1.81 1.08  -1.400
P 2.24 0.07 1.09  1.577
C 3.77 -0.87 0.87  -1.551
C 1.73 -0.33 2.77  0.659
C 2.54 0.01 3.85  -1.114
C 2.18 -0.37 5.13  -0.884
C 1.03 -1.11 5.34  -0.937
C 0.22 -1.46 4.27  -1.212
C 0.56 -1.06 2.97  0.517
P -0.50 -1.49 1.58  2.077
C -2.18 -1.11 2.11  -1.496
C -0.43 -3.29 1.42  -1.540
H 3.56 1.94 1.81  0.663
H 1.92 2.45 1.34  0.207
H 3.14 2.07 0.10  0.381
H 4.39 -0.66 1.74  0.582
H 4.30 -0.56 -0.03  0.449
H 3.57 -1.94 0.83  0.376
H 3.45 0.59 3.70  0.377
H 2.81 -0.09 5.97  0.451
H 0.76 -1.42 6.34  0.448
H -0.67 -2.03 4.45  0.408
H -2.28 -1.41 3.15  0.679
H -2.89 -1.67 1.50  0.483
H -2.38 -0.05 2.01  0.105
H -0.69 -3.72 2.39  0.545
H 0.57 -3.61 1.13  0.383
H -1.15 -3.61 0.67  0.410
F -2.60 -1.82 -0.76  -0.279
C -2.87 -0.75 -1.61  -0.488
F -1.84 0.32 -0.96  -0.295
C -4.16 -0.12 -1.09  0.815
F -4.21 0.11 0.24  -0.194
F -5.17 -0.95 -1.40  -0.277
F -4.36 1.05 -1.71  -0.262
C -0.27 -4.47 -2.65  -0.886
N -0.43 -3.07 -3.05  0.283
C -1.06 -2.73 -4.24  -0.477
C -1.34 -1.45 -4.57  -1.190
C -1.00 -0.42 -3.63  0.698
N -0.28 -0.79 -2.55  0.057
C -0.08 -2.07 -2.24  0.086
O 0.47 -2.22 -1.09  -1.093
N -1.25 0.86 -3.85  -0.138
H -0.06 -5.06 -3.54  0.407
H -1.17 -4.82 -2.16  0.306
H 0.58 -4.54 -1.97  0.296
H -1.31 -3.56 -4.88  0.550
H -1.85 -1.22 -5.49  0.500
H -1.85 1.12 -4.61  0.317
H -1.12 1.52 -3.10  0.076